Entry 1:
Density functional theory data (wB97M-V/def2-TZVPD) for C3H8O3 in the gas phase.

Computed properties:
Structure (SMILES): OCC(O)CO
Spin multiplicity: 1
Energy, a.u.: -344.8029
LUMO level, eV: 0.7
Energy relative to the best compared isomer or geometry (same formula, charge and spin), eV: 1.238

Last column: natural (NBO) charge in e.
Geometry (Å):
O (-0.0300, 0.1381, 2.1567)  -0.723
C (-0.6542, -0.3867, 0.9903)  -0.100
C (0.3753, -0.5747, -0.1498)  0.037
O (1.5203, 0.2204, 0.1038)  -0.738
C (-0.2021, -0.0836, -1.4715)  -0.079
O (-0.4660, 1.2989, -1.3901)  -0.721
H (0.0023, 1.0975, 2.0551)  0.474
H (-1.0854, -1.3485, 1.2770)  0.184
H (-1.4576, 0.2745, 0.6468)  0.185
H (0.6597, -1.6338, -0.2399)  0.162
H (1.6198, 0.2078, 1.0708)  0.488
H (0.5049, -0.3059, -2.2829)  0.172
H (-1.1508, -0.5846, -1.7003)  0.181
H (0.3638, 1.6805, -1.0658)  0.478

---

Entry 2:
Density functional theory data (wB97M-V/def2-TZVPD) for C18H19N3O4S in the gas phase.

Computed properties:
Structure (SMILES): Cc1cc(C)c(NS(=O)(=O)c2ccc3c(c2)NC(=O)CC(=O)N3)c(C)c1
Spin multiplicity: 1
Energy, a.u.: -1560.7900
LUMO level, eV: 0.2
Energy relative to the best compared isomer or geometry (same formula, charge and spin), eV: 1.099

Last column: natural (NBO) charge in e.
Geometry (Å):
C (1.6146, -0.2061, -4.2817)  -0.629
C (0.6736, -0.8287, -3.2957)  -0.010
C (0.8832, -2.1200, -2.8328)  -0.178
C (0.0274, -2.7179, -1.9202)  -0.028
C (0.2445, -4.1312, -1.4796)  -0.656
C (-1.0650, -1.9854, -1.4487)  0.153
N (-1.8769, -2.5530, -0.4366)  -0.865
S (-1.3044, -2.4122, 1.1438)  2.311
O (-2.4541, -2.1172, 1.9480)  -0.943
O (-0.5101, -3.5531, 1.4781)  -0.924
C (-0.2324, -0.9753, 1.0676)  -0.334
C (1.0592, -1.1050, 0.5899)  -0.178
C (1.8077, 0.0345, 0.3862)  -0.211
C (1.2946, 1.3035, 0.6679)  0.127
C (-0.0034, 1.4194, 1.1962)  0.184
C (-0.7551, 0.2576, 1.3787)  -0.221
N (-0.6137, 2.6422, 1.4549)  -0.630
C (-0.0701, 3.8005, 1.9413)  0.691
O (-0.7449, 4.7862, 2.0955)  -0.568
C (1.4037, 3.7086, 2.2709)  -0.611
C (2.2014, 3.6063, 0.9897)  0.692
O (2.9165, 4.4740, 0.5573)  -0.568
N (2.0740, 2.4082, 0.3401)  -0.615
C (-1.3229, -0.7002, -1.9338)  -0.022
C (-2.5426, 0.0614, -1.5009)  -0.647
C (-0.4465, -0.1422, -2.8523)  -0.224
H (1.5974, 0.8784, -4.2045)  0.216
H (1.3219, -0.4753, -5.2968)  0.225
H (2.6312, -0.5584, -4.1234)  0.217
H (1.7335, -2.6792, -3.1966)  0.201
H (0.2310, -4.2145, -0.3962)  0.254
H (-0.5647, -4.7549, -1.8573)  0.230
H (1.1871, -4.5131, -1.8629)  0.212
H (-2.8290, -2.2180, -0.4509)  0.413
H (1.4557, -2.0842, 0.3851)  0.246
H (2.8060, -0.0405, -0.0174)  0.222
H (-1.7599, 0.3132, 1.7698)  0.245
H (-1.6261, 2.6447, 1.4128)  0.416
H (1.7021, 4.6129, 2.7998)  0.274
H (1.5843, 2.8238, 2.8842)  0.244
H (2.7420, 2.2676, -0.4087)  0.417
H (-3.4274, -0.3354, -2.0016)  0.225
H (-2.4474, 1.1102, -1.7705)  0.227
H (-2.7021, -0.0093, -0.4263)  0.213
H (-0.6400, 0.8540, -3.2242)  0.208

---

Entry 3:
Density functional theory data (wB97M-V/def2-TZVPD) for a 2-piece molecular cluster, C6H8Cl4N2O2 overall at a distorted geometry.

Computed properties:
Structure (SMILES): C/N=C(/O)C(Cl)Cl.CC(=O)N=C(Cl)Cl
Spin multiplicity: 1
Energy, a.u.: -2334.1281
LUMO level, eV: 0.0
Energy relative to the best compared isomer or geometry (same formula, charge and spin), eV: 0.000

Last column: natural (NBO) charge in e.
Geometry (Å):
C (0.4926, 1.2614, 1.8977)  -0.449
N (-0.0898, 0.7069, 0.7090)  -0.495
C (-0.0527, 1.3503, -0.3799)  0.497
O (-0.5528, 0.7697, -1.5267)  -0.669
C (0.6018, 2.6685, -0.6027)  -0.281
Cl (2.4126, 2.4761, -0.6726)  -0.014
Cl (-0.0852, 3.5172, -2.0522)  0.002
H (-0.4497, 1.5067, 2.4467)  0.217
H (1.2670, 0.5254, 2.3862)  0.219
H (1.0833, 2.1789, 1.8331)  0.184
H (-0.7295, -0.1077, -1.2652)  0.500
H (0.4435, 3.5499, 0.1995)  0.272
C (0.7615, -2.2704, -1.3404)  -0.733
C (-0.4917, -2.6356, -0.6096)  0.672
O (-0.6514, -3.8163, -0.4613)  -0.539
N (-1.3811, -1.6408, -0.2955)  -0.557
C (-1.7789, -1.3875, 0.8599)  0.230
Cl (-3.0140, -0.3026, 1.0723)  0.119
Cl (-1.1618, -2.0954, 2.2455)  0.097
H (0.6030, -1.4741, -2.0405)  0.236
H (1.4199, -1.6379, -0.7527)  0.240
H (1.3534, -3.1427, -1.6505)  0.253

---

Entry 4:
Density functional theory data (wB97M-V/def2-TZVPD) for a 7-piece molecular cluster, C20H57N3O7 overall at a distorted geometry.

Computed properties:
Structure (SMILES): COC[C@H](C)N.COC[C@H](C)N.COC[C@H](C)N.CCO.CCO.CCO.CCO
Spin multiplicity: 1
Energy, a.u.: -1486.9887
LUMO level, eV: 0.4
Energy relative to the best compared isomer or geometry (same formula, charge and spin), eV: 1.963

Last column: Mulliken charge in e.
Geometry (Å):
C (-0.6551, 2.2676, -0.9125)  -0.752
O (-0.5281, 3.6456, -1.1375)  -0.377
C (-1.7413, 4.3665, -0.9514)  -0.718
C (-1.5384, 5.6663, -0.1608)  0.510
C (-2.9240, 6.0515, 0.4447)  -1.395
N (-1.1292, 6.7627, -1.0225)  -0.703
H (0.2498, 1.8036, -1.3088)  0.073
H (-1.4040, 1.8259, -1.5879)  0.538
H (-0.8540, 1.8618, 0.0822)  0.285
H (-2.0940, 4.6236, -1.9548)  0.188
H (-2.4394, 3.7481, -0.3854)  0.413
H (-0.7814, 5.4969, 0.6060)  0.285
H (-3.7082, 6.1715, -0.3076)  0.309
H (-2.7995, 7.0169, 0.9313)  0.407
H (-3.2978, 5.2470, 1.0872)  0.364
H (-1.8517, 6.8981, -1.7272)  0.280
H (-1.1393, 7.6634, -0.5567)  0.249
C (3.2742, 2.6860, 0.1505)  -0.615
O (2.4419, 3.0358, 1.2234)  -0.341
C (2.3145, 2.0011, 2.1682)  -0.460
C (1.3813, 2.3770, 3.3594)  0.708
C (2.0457, 3.5859, 4.0131)  -1.476
N (1.2918, 1.2636, 4.3152)  -0.584
H (4.1206, 2.0261, 0.3723)  0.346
H (3.5875, 3.6148, -0.3228)  0.302
H (2.7021, 2.1083, -0.5922)  0.063
H (1.9733, 1.0685, 1.6923)  0.154
H (3.2966, 1.7468, 2.5922)  0.358
H (0.3625, 2.5214, 2.9908)  0.239
H (1.7674, 4.5034, 3.4943)  0.286
H (3.1288, 3.4731, 3.9737)  0.356
H (1.7468, 3.6857, 5.0590)  0.455
H (1.4177, 0.4478, 3.7003)  -0.069
H (2.1618, 1.2479, 4.8506)  0.351
C (1.4543, 0.4506, -4.5957)  -0.804
O (0.2167, -0.0767, -4.1971)  -0.057
C (-0.3168, -1.0137, -5.0948)  -0.814
C (-1.6811, -1.5457, -4.6854)  0.627
C (-1.8620, -2.3261, -3.3810)  -0.657
N (-2.3685, -2.1825, -5.8370)  -0.763
H (1.8873, 1.0757, -3.8182)  0.147
H (1.2704, 1.0894, -5.4687)  0.337
H (2.1881, -0.3184, -4.8617)  0.329
H (-0.5036, -0.5826, -6.0854)  0.351
H (0.4195, -1.8245, -5.1875)  0.339
H (-2.2911, -0.6416, -4.5594)  0.009
H (-1.8258, -1.6250, -2.5377)  0.081
H (-1.0176, -2.9830, -3.1714)  -0.180
H (-2.8453, -2.7726, -3.2432)  0.508
H (-1.6623, -2.7280, -6.3485)  0.271
H (-2.8672, -2.9933, -5.4714)  0.292
C (1.4955, -4.2688, -2.9267)  -0.227
C (0.6324, -5.4855, -2.7302)  -0.267
O (1.4116, -6.6347, -2.4195)  -0.550
H (0.9925, -3.3619, -3.2685)  -0.244
H (2.1659, -4.5388, -3.7462)  0.343
H (2.0485, -3.9454, -2.0442)  0.168
H (0.0401, -5.7393, -3.6141)  0.303
H (-0.1286, -5.3985, -1.9419)  0.202
H (1.5566, -6.6626, -1.4711)  0.301
C (-0.6415, -2.9958, 0.2603)  -0.899
C (0.4939, -2.0351, -0.1676)  0.051
O (0.1809, -0.7334, 0.2694)  -0.064
H (-0.3104, -4.0337, 0.3317)  0.300
H (-1.5698, -2.9096, -0.3113)  0.246
H (-0.9952, -2.7473, 1.2653)  0.159
H (0.8954, -2.1303, -1.1699)  0.145
H (1.2977, -2.4124, 0.4850)  0.105
H (0.1355, -0.7023, 1.2312)  -0.113
C (-1.9155, -0.0827, 3.3012)  -0.399
C (-2.6081, -1.0839, 4.2315)  -0.536
O (-1.8818, -2.2653, 4.5152)  -0.519
H (-2.5392, 0.8097, 3.3557)  0.452
H (-1.8559, -0.3110, 2.2361)  0.144
H (-0.9157, 0.0620, 3.7057)  -0.066
H (-3.5812, -1.3426, 3.7860)  0.335
H (-2.9594, -0.5393, 5.1154)  0.396
H (-2.4050, -2.8119, 5.1058)  0.289
C (1.3315, -3.8631, 3.1784)  -0.946
C (1.8017, -2.4800, 3.5984)  -0.415
O (0.8272, -1.5034, 3.2448)  -0.118
H (1.9843, -4.6275, 3.6176)  0.416
H (1.3436, -4.0953, 2.1134)  0.098
H (0.3377, -4.1030, 3.5606)  0.257
H (2.8230, -2.2739, 3.2748)  0.390
H (1.9110, -2.4714, 4.6926)  0.351
H (0.0267, -1.7944, 3.7005)  -0.130